{
  "formula": "C43H47F9N4O27",
  "method": "the ωB97M-V functional and the def2-TZVPD basis",
  "total_energy_ev": -131049.517,
  "charge": 0,
  "e_lumo_ev": -0.29,
  "orbital_gap_ev": 8.300,
  "species": ["F", "F", "F", "F", "F", "F", "F", "F", "F", "O", "O", "O", "O", "O", "O", "O", "O", "O", "O", "O", "O", "O", "O", "O", "O", "O", "O", "O", "O", "O", "O", "O", "O", "O", "O", "O", "N", "N", "N", "N", "C", "C", "C", "C", "C", "C", "C", "C", "C", "C", "C", "C", "C", "C", "C", "C", "C", "C", "C", "C", "C", "C", "C", "C", "C", "C", "C", "C", "C", "C", "C", "C", "C", "C", "C", "C", "C", "C", "C", "C", "C", "C", "C", "H", "H", "H", "H", "H", "H", "H", "H", "H", "H", "H", "H", "H", "H", "H", "H", "H", "H", "H", "H", "H", "H", "H", "H", "H", "H", "H", "H", "H", "H", "H", "H", "H", "H", "H", "H", "H", "H", "H", "H", "H", "H", "H", "H", "H", "H", "H"],
  "coordinates": [[3.63, -2.21, 3.44], [-5.85, 2.18, -2.78], [4.07, -5.68, -3.09], [-3.09, 3.85, 3.94], [-3.17, -4.99, 4.66], [3.96, 4.46, -0.91], [-2.83, -2.66, -1.95], [-0.52, -1.88, 0.56], [1.30, 0.62, -6.65], [0.57, 1.02, 0.24], [-3.35, -2.64, -4.15], [4.01, 0.53, 0.15], [1.60, 4.97, -6.76], [-4.58, -4.34, -4.23], [-3.50, -5.71, 2.50], [-4.65, 3.33, 2.40], [5.68, -5.18, 0.97], [2.19, -4.72, -2.38], [-4.33, 0.61, -2.71], [-0.35, 2.01, 2.08], [2.01, 2.73, -6.56], [-5.35, 5.35, 2.66], [-3.54, 1.81, -1.19], [-4.96, -5.42, 0.71], [1.65, -3.46, -4.12], [-3.97, -3.65, 1.75], [3.25, 2.38, -1.11], [-3.84, -3.55, -6.16], [3.30, 2.42, 1.09], [5.35, -3.48, 2.51], [-1.99, 1.21, -2.66], [-6.91, 3.70, 2.96], [0.70, -2.96, -2.14], [-1.37, 0.18, 1.03], [0.52, 3.52, -5.31], [4.28, -3.57, 0.68], [0.09, -4.56, 0.70], [5.98, -0.64, -4.27], [-1.15, 2.76, 6.18], [0.26, 5.56, 3.99], [0.25, -0.04, -0.63], [-5.76, 4.06, 2.72], [1.58, 1.63, -5.76], [-5.45, 1.14, -2.13], [1.13, -4.97, 2.62], [-3.85, -2.71, -2.79], [-0.93, -0.70, -0.01], [-0.68, 3.39, 7.33], [-2.84, -4.78, 3.42], [0.82, -3.97, 1.74], [2.87, 3.67, -0.75], [4.14, -2.21, 1.17], [-3.95, -3.51, -4.94], [-0.38, 1.14, 1.25], [5.67, -0.55, -2.98], [-3.94, 5.44, 2.51], [0.34, 6.86, 4.35], [-3.19, 1.21, -2.25], [4.68, -2.24, 2.56], [2.80, -5.33, -3.46], [0.67, 3.50, 7.21], [-3.25, -3.42, 2.84], [3.76, -0.86, -4.21], [-4.23, -4.97, 1.62], [-0.05, 2.48, 5.39], [0.33, 5.43, 2.64], [0.35, -6.10, 2.18], [-3.37, 4.03, 2.64], [2.69, -4.31, -4.59], [5.12, -4.19, 1.39], [1.09, 3.04, 5.99], [-4.89, 1.44, -0.78], [3.54, 1.64, 0.06], [1.46, 3.85, -6.22], [-0.20, -5.84, 0.94], [2.52, 3.60, 0.73], [1.49, -3.65, -2.78], [0.38, 6.69, 2.11], [-4.58, -4.04, -2.89], [0.30, 2.06, -5.28], [4.27, -0.67, -2.91], [0.48, 7.55, 3.21], [4.83, -0.78, -5.02], [-5.60, -3.95, -2.52], [0.60, 8.60, 3.00], [1.37, 3.85, 7.96], [-5.55, 2.21, -0.38], [4.82, -0.94, -6.09], [3.60, -0.61, -2.07], [-3.45, 6.29, 2.99], [-0.18, 2.07, 4.40], [2.88, 4.51, 1.21], [0.18, 0.40, -1.63], [-1.76, -4.91, 3.29], [3.65, -3.90, -4.91], [-0.35, -4.03, -0.04], [6.96, -0.60, -4.54], [-4.15, -4.85, -2.31], [-1.37, 3.89, 7.98], [2.10, 2.86, 5.66], [-2.53, 3.71, 2.03], [0.39, 4.48, 2.14], [-3.89, -2.75, 3.42], [0.13, 4.81, 4.65], [-2.29, -2.92, 2.68], [2.23, 1.26, -4.97], [-2.14, 2.70, 5.95], [-6.18, 0.33, -2.23], [3.12, -1.83, 1.07], [2.22, -4.86, -5.40], [2.73, -1.05, -4.48], [-1.70, -1.01, -0.71], [1.49, 3.34, 0.97], [-4.88, 0.56, -0.13], [4.78, -1.69, 0.46], [-4.49, -1.84, -2.60], [1.12, -0.69, -0.70], [-0.88, -6.45, 0.36], [5.31, -1.44, 2.94], [0.20, 1.83, -4.22], [2.27, -6.22, -3.80], [-3.92, 5.79, 1.47], [0.28, -7.07, 2.66], [0.25, 7.27, 5.35], [1.20, -2.97, 1.64], [0.66, 7.08, 1.14], [1.79, -4.86, 3.47], [6.36, -0.30, -2.19], [2.08, 4.11, -1.37], [-0.54, 1.86, -5.95]],
  "mulliken_charge": [-0.28, -0.29, -0.30, -0.30, -0.31, -0.35, -0.23, -0.15, -0.31, -0.02, -0.32, -0.44, -0.59, -0.32, -0.31, -0.35, -0.59, -0.24, -0.27, -0.43, -0.36, -0.37, -0.16, -0.62, -0.29, -0.26, -0.26, -0.61, -0.39, -0.38, -0.54, -0.57, -0.39, -0.16, -0.38, -0.20, 0.81, 0.00, 0.08, 0.32, 0.59, 0.69, 0.74, 0.11, -0.42, 0.71, 0.96, -0.64, 0.85, -0.37, 0.22, 0.52, 0.61, 0.38, -1.09, -0.58, -0.44, 0.49, 0.59, 0.32, -0.35, -0.21, -1.04, 0.72, -0.65, -0.14, -0.93, 0.65, -0.41, 0.61, -0.61, -0.13, 0.58, 0.66, -0.70, 0.60, 0.57, -0.96, -0.30, -0.01, 0.66, -0.61, -1.14, 0.29, 0.42, 0.42, 0.23, 0.48, 0.47, 0.38, 0.63, 0.44, -0.28, -0.21, 0.22, -0.13, 0.21, 0.22, 0.37, 0.43, 0.02, 0.57, 0.30, 0.20, 0.04, 0.13, 0.27, 0.41, -0.64, 0.33, 0.98, -0.62, -0.86, 0.20, 0.12, -0.13, -0.22, 0.53, 0.28, -0.10, 0.23, 0.36, 0.42, 0.41, 0.21, 0.41, 0.53, 0.47, 0.41, 0.19]
}

=====

{
  "formula": "C22H74N2O15",
  "method": "the ωB97M-V functional and the def2-TZVPD basis",
  "total_energy_ev": -57698.316,
  "relative_energy_kcal_mol": 6.53,
  "charge": 0,
  "e_lumo_ev": -0.25,
  "orbital_gap_ev": 8.702,
  "species": ["O", "O", "O", "O", "O", "O", "O", "O", "O", "O", "O", "O", "O", "O", "O", "N", "N", "C", "C", "C", "C", "C", "C", "C", "C", "C", "C", "C", "C", "C", "C", "C", "C", "C", "C", "C", "C", "C", "C", "H", "H", "H", "H", "H", "H", "H", "H", "H", "H", "H", "H", "H", "H", "H", "H", "H", "H", "H", "H", "H", "H", "H", "H", "H", "H", "H", "H", "H", "H", "H", "H", "H", "H", "H", "H", "H", "H", "H", "H", "H", "H", "H", "H", "H", "H", "H", "H", "H", "H", "H", "H", "H", "H", "H", "H", "H", "H", "H", "H", "H", "H", "H", "H", "H", "H", "H", "H", "H", "H", "H", "H", "H", "H"],
  "coordinates": [[1.05, 6.08, 0.70], [-1.38, 5.12, 2.47], [-2.65, -3.02, 0.42], [3.94, -0.72, 4.33], [-1.27, -4.46, 2.48], [2.43, -3.75, 0.63], [-2.53, -1.18, 2.69], [0.74, 1.27, -2.43], [3.19, 1.56, -0.49], [-3.74, -0.01, 0.50], [0.27, -3.03, -2.89], [-1.21, -0.83, -0.50], [-1.82, -1.12, -3.25], [-2.20, 2.36, -1.04], [2.87, 3.90, 3.36], [-1.50, 2.07, -3.31], [-3.58, 2.39, -3.09], [0.72, 5.66, -0.60], [-2.18, -3.83, -0.61], [-1.91, 3.82, 2.28], [1.64, 0.78, -3.42], [0.55, 4.17, -0.52], [-1.70, -0.56, 3.65], [4.35, 0.79, -0.63], [-2.41, 2.25, -2.47], [-4.33, 1.04, 1.22], [0.84, 0.06, -4.43], [-0.13, -3.64, 2.78], [2.03, -1.35, 3.18], [2.61, -3.87, -0.81], [0.12, -0.66, -0.09], [0.26, 0.63, 0.69], [-2.42, 0.63, 4.29], [-0.15, -3.99, -3.83], [3.99, -0.65, -0.20], [-3.15, -1.08, -2.79], [1.70, 3.19, 2.82], [0.80, -5.17, -3.80], [2.82, -0.12, 3.79], [-0.11, 6.23, -1.03], [-2.28, -2.15, 0.38], [0.79, -0.78, -0.88], [0.63, -5.60, -2.81], [3.44, 2.50, -0.37], [4.82, -1.33, -0.25], [-0.29, 3.87, 0.20], [-0.81, -0.12, 3.24], [-2.80, 3.69, 1.60], [-2.64, 1.30, 3.47], [1.84, -4.73, -3.81], [1.92, 5.91, 0.97], [-3.33, 0.42, 4.85], [1.18, 1.43, -1.63], [-4.48, 2.47, -2.58], [-1.60, 2.19, -4.31], [0.98, -1.06, 2.94], [1.38, 2.42, 3.48], [-4.92, 0.49, 2.06], [-1.74, -0.70, -4.10], [3.29, 0.64, 3.16], [-0.10, 0.63, -4.76], [-0.19, -2.25, -3.06], [-1.22, 3.05, 1.98], [2.12, 1.60, -3.86], [1.59, 5.84, -1.28], [4.21, -1.53, 3.80], [0.27, 3.76, -1.48], [-1.73, 1.10, 4.94], [0.09, 1.53, 0.04], [5.15, 1.29, -0.04], [4.72, 0.92, -1.63], [1.21, 0.71, 1.18], [-1.08, -3.91, -0.45], [1.95, -3.15, -1.23], [3.71, -0.64, 0.90], [-1.49, -1.31, 4.38], [-2.69, -0.62, 1.94], [1.44, 3.76, 0.00], [-2.24, 3.55, 3.31], [2.66, 4.07, 4.25], [2.24, 0.39, 4.50], [-2.30, -3.50, -1.66], [-5.05, 1.54, 0.56], [-0.61, 0.82, 1.39], [-3.52, -2.07, -2.55], [-0.07, -2.82, 2.07], [2.54, -1.58, 2.27], [0.62, -0.97, -4.20], [-0.90, 5.38, 1.69], [2.30, -4.81, -1.25], [0.70, -4.23, 2.81], [-1.10, -4.33, -3.48], [-2.68, -4.84, -0.62], [2.35, 0.16, -2.85], [2.17, -2.31, 3.61], [3.09, -1.13, -0.73], [-3.44, -0.29, -2.09], [-3.67, 1.96, -4.05], [0.70, -5.90, -4.60], [-0.24, -3.20, 3.73], [3.61, -3.83, -1.24], [-3.72, -0.81, -3.67], [-1.20, -0.83, -1.45], [-1.99, -3.90, 2.32], [-3.65, 1.78, 1.64], [-0.54, 1.85, -2.90], [-0.29, -3.77, -4.89], [2.84, -4.49, 1.06], [1.82, 2.70, 1.86], [0.95, 3.93, 2.86], [0.27, -1.45, 0.57], [1.59, -0.04, -5.18], [-3.12, 0.36, -0.16]],
  "mulliken_charge": [-0.53, -0.60, -0.62, -0.68, -0.67, -0.37, -0.52, -0.12, -0.27, -0.56, 0.41, 2.49, -0.61, -0.26, -0.61, -0.05, -0.41, -0.76, 0.06, -0.08, -0.07, 1.34, 0.78, -0.75, 0.01, -0.23, -0.72, -0.19, -0.03, -0.28, 1.32, 2.06, -0.98, -0.25, 0.06, -0.91, -0.27, -1.20, -0.31, 0.34, 0.05, -0.08, 0.25, 0.16, 0.61, -0.49, -0.65, 0.26, -0.20, 0.23, 0.30, 0.36, -0.30, 0.30, 0.29, -0.78, 0.34, 0.25, 0.21, 0.14, 0.02, -0.50, -0.28, 0.52, 0.37, 0.35, -0.03, 0.45, -0.95, 0.48, 0.34, 0.06, 0.04, -0.32, -0.30, 0.53, 0.14, -0.59, 0.27, 0.31, 0.47, -0.37, 0.30, -1.32, 0.33, -0.26, 0.11, -0.09, 0.29, 0.35, 0.58, 0.25, 0.43, 0.08, 0.76, -0.35, 0.14, 0.18, 0.40, 0.46, 0.43, 0.50, -1.32, 0.32, -0.19, 0.14, 0.33, 0.23, -0.29, 0.59, -1.08, 0.60, -0.12]
}

=====

{
  "formula": "C12H20N2",
  "method": "the ωB97M-V functional and the def2-TZVPD basis",
  "total_energy_ev": -15729.468,
  "relative_energy_kcal_mol": 34.58,
  "charge": 2,
  "e_lumo_ev": -8.87,
  "orbital_gap_ev": 7.963,
  "species": ["N", "N", "C", "C", "C", "C", "C", "C", "C", "C", "C", "C", "C", "C", "H", "H", "H", "H", "H", "H", "H", "H", "H", "H", "H", "H", "H", "H", "H", "H", "H", "H", "H", "H"],
  "coordinates": [[0.91, 2.13, 2.12], [-1.74, 1.55, 1.84], [-2.05, -0.75, -0.68], [-0.21, -0.91, -2.22], [1.09, -1.01, 2.34], [-1.27, -0.37, 0.34], [2.16, -0.86, -1.43], [0.16, -0.40, 0.16], [-1.94, 0.04, 1.60], [0.18, -1.10, -3.67], [-1.72, -0.84, -2.08], [1.03, -0.23, 1.28], [0.61, -0.76, -1.15], [1.64, 1.13, 1.41], [-3.11, -0.88, -0.53], [0.76, 3.07, 1.80], [-2.29, -1.55, -2.73], [-1.50, -0.47, 2.48], [-2.40, 1.70, 2.64], [-1.92, 2.20, 1.06], [1.71, -0.60, 3.18], [0.90, -1.99, 2.44], [2.75, 0.04, -1.87], [0.59, -0.09, -4.00], [-2.07, 0.25, -2.41], [2.59, -0.87, -0.47], [-3.00, -0.17, 1.50], [1.00, -1.83, -3.65], [2.63, 0.99, 1.74], [1.26, 2.10, 3.03], [2.29, -1.70, -2.08], [-0.27, 1.95, 2.07], [1.85, 1.50, 0.32], [-0.62, -1.27, -4.38]],
  "mulliken_charge": [-0.06, -0.63, -1.43, 0.53, -1.24, 1.08, -1.85, 1.25, -0.91, -1.55, -0.77, -0.05, 0.85, -1.21, 0.44, 0.41, 0.54, 0.28, 0.30, 0.31, 0.27, 0.50, 0.31, 0.35, 0.34, 0.45, 0.53, 0.32, 0.55, 0.39, 0.60, 0.30, 0.38, 0.43]
}

=====

{
  "formula": "C40H36F12N6O7S2Sc",
  "method": "the ωB97M-V functional and the def2-TZVPD basis",
  "total_energy_ev": -140328.378,
  "relative_energy_kcal_mol": 22.81,
  "charge": -1,
  "e_lumo_ev": 1.92,
  "orbital_gap_ev": 5.652,
  "species": ["Sc", "S", "S", "F", "F", "F", "F", "F", "F", "F", "F", "F", "F", "F", "F", "O", "O", "O", "O", "O", "O", "O", "N", "N", "N", "N", "N", "N", "C", "C", "C", "C", "C", "C", "C", "C", "C", "C", "C", "C", "C", "C", "C", "C", "C", "C", "C", "C", "C", "C", "C", "C", "C", "C", "C", "C", "C", "C", "C", "C", "C", "C", "C", "C", "C", "C", "C", "C", "H", "H", "H", "H", "H", "H", "H", "H", "H", "H", "H", "H", "H", "H", "H", "H", "H", "H", "H", "H", "H", "H", "H", "H", "H", "H", "H", "H", "H", "H", "H", "H", "H", "H", "H", "H"],
  "coordinates": [[0.05, -0.07, -0.31], [-3.74, -2.86, 1.26], [-2.51, -1.76, 3.87], [-0.66, -4.00, 0.02], [2.14, 0.29, -2.16], [0.35, 3.69, -2.46], [2.15, 2.05, -3.37], [0.52, -4.30, -1.74], [3.38, -3.97, -0.42], [3.57, -1.85, -0.55], [1.14, -5.16, 0.11], [3.76, 1.70, -2.02], [2.66, -2.93, -2.15], [0.76, 4.52, -0.55], [2.31, 4.44, -2.04], [-0.74, -0.09, -2.65], [0.43, 1.71, -0.85], [0.63, -1.78, -0.88], [-2.78, -3.16, 4.08], [-0.31, 0.62, 1.89], [-0.93, -2.27, -3.04], [-1.76, -1.10, 4.90], [1.99, -0.06, 0.68], [-2.02, -1.25, 0.17], [-1.79, -1.43, 2.47], [-0.96, -2.15, -5.57], [-7.62, 1.29, 4.26], [-2.01, 1.55, 0.14], [-6.15, -0.48, 4.99], [-2.35, -1.77, 1.34], [1.54, -1.63, 4.01], [0.60, -4.04, -0.42], [-4.40, 0.10, 2.92], [-3.84, -2.53, -0.45], [4.09, 3.41, 1.73], [-5.59, 0.81, 3.04], [2.43, 1.60, -2.13], [-2.05, 2.18, 1.31], [-3.81, 3.61, 0.57], [-2.95, 3.21, 1.58], [-2.86, -1.68, -0.81], [0.72, -3.89, 4.72], [-2.82, 1.95, -0.82], [0.77, -0.49, -5.39], [1.29, 3.74, -1.50], [2.53, 2.28, 0.25], [1.62, 2.31, -0.98], [3.82, 1.03, 1.84], [1.47, -2.35, 1.32], [-1.04, 1.73, 2.34], [1.33, -2.69, -0.16], [1.84, -1.02, 1.66], [1.88, -0.71, 3.04], [-0.74, -1.03, -3.42], [-4.97, -1.18, 4.86], [-4.10, -0.90, 3.82], [0.21, -2.60, -6.33], [3.18, 3.42, 0.68], [-0.66, -0.85, -4.95], [2.73, -2.85, -0.81], [4.46, 2.17, 2.24], [2.74, 1.04, 0.93], [1.12, -3.25, 2.32], [4.67, 4.69, 2.26], [-6.47, 0.53, 4.08], [-3.74, 2.97, -0.66], [1.16, -2.92, 3.67], [1.38, -1.85, -5.70], [-4.69, -1.96, 5.55], [-2.72, 1.42, -1.76], [1.29, 0.07, -4.62], [-2.71, -1.30, -1.81], [0.77, -4.24, 2.07], [-5.82, 1.59, 2.33], [-1.38, -0.07, -5.22], [2.23, -1.78, -6.38], [3.86, 5.39, 2.48], [-0.33, 2.55, 2.50], [5.25, 2.11, 2.98], [1.54, -1.33, 5.05], [0.72, 0.13, -6.29], [5.22, 4.50, 3.18], [-0.87, -2.85, -3.84], [-7.96, 1.78, 3.45], [-4.52, 4.41, 0.74], [-2.97, 3.67, 2.55], [-4.59, -2.99, -1.06], [-4.38, 3.26, -1.48], [-0.80, -0.20, 2.22], [-1.55, 1.52, 3.30], [2.98, 4.37, 0.22], [0.93, -4.92, 4.44], [1.19, -3.67, 5.68], [-6.83, -0.69, 5.80], [-1.79, -2.14, -6.14], [4.14, 0.07, 2.23], [2.10, 0.30, 3.33], [-3.73, 0.32, 2.10], [1.70, -2.34, -4.78], [-0.36, -3.78, 4.85], [0.31, -3.69, -6.24], [-8.34, 0.87, 4.83], [0.13, -2.35, -7.39], [5.34, 5.17, 1.55]],
  "mulliken_charge": [-0.32, -0.21, 1.42, -0.15, 0.07, -0.21, -0.40, -0.29, -0.33, -0.21, -0.29, -0.37, -0.25, -0.24, -0.30, -0.65, -0.37, 0.88, -0.75, 1.11, -0.51, -0.77, 0.66, 1.42, -0.13, -0.48, -0.55, 1.32, -0.97, -0.15, -1.12, -0.06, 0.03, -1.02, 0.33, -0.96, 0.53, 0.62, -0.66, -0.84, -1.19, -1.58, -0.75, -0.33, 0.00, -0.78, 2.07, -0.76, -1.04, -1.51, 2.25, -0.07, -0.14, -0.42, -1.08, -0.26, -0.76, -0.69, 0.30, 0.33, -1.08, 1.02, -0.40, -1.64, 1.07, -1.01, 0.54, -0.37, 0.49, 0.38, -0.14, 0.28, 0.52, 0.32, 0.42, 0.53, 0.34, 0.51, 0.33, 0.32, 0.43, 0.40, 0.47, 0.23, 0.45, 0.53, 0.50, 0.49, -0.53, 0.41, 0.48, 0.39, 0.41, 0.27, 0.26, 0.57, 0.44, 0.59, -0.06, 0.19, 0.36, 0.21, 0.34, 0.30]
}